Record 1
The following is a quantum chemistry calculation of a structure of composition C27H46B2F2N6Pd at a distorted geometry, from OMol25.

Its spin multiplicity is 1. The energy relative to the best compared isomer or geometry (same formula, charge and spin) is 11.54 kcal/mol. The total energy comes out at -47959.2486 eV.

Each line ends with the Löwdin charge.
Element x y z (Å)
1 Pd 0.16335 -1.43095 1.80271  0.83
2 C -1.24260 -4.52178 1.18378  -0.06
3 C -0.43020 -4.51630 -0.11336  -0.36
4 C 1.06492 -4.73763 0.14389  -0.06
5 C -0.66443 -3.24435 -0.88299  -0.28
6 C -1.27686 -3.08467 -2.13132  0.03
7 C -1.28960 -1.72598 -2.37246  -0.20
8 C -2.07118 -1.09817 -3.50199  -0.35
9 C -3.32405 -0.41736 -2.93577  -0.05
10 C -1.31595 -0.18691 -4.46731  -0.06
11 N -0.67128 -1.12031 -1.31748  0.05
12 N -0.32079 -2.06426 -0.39945  0.06
13 B -0.29340 0.38305 -1.02607  -0.45
14 N -1.22511 0.93615 0.10253  0.05
15 N -1.39202 0.17315 1.20653  0.04
16 C -2.22185 0.78168 2.01299  -0.27
17 C -2.62432 2.00435 1.44610  0.04
18 C -1.95695 2.07757 0.23205  -0.19
19 C -1.93991 3.28532 -0.67857  -0.34
20 C -0.52146 3.85566 -0.78677  -0.05
21 C -2.56453 3.09971 -2.06347  -0.06
22 C -2.52263 0.14798 3.33874  -0.34
23 C -2.06873 1.04824 4.49094  -0.06
24 C -1.85618 -1.23038 3.41500  -0.08
25 N 1.21721 0.50658 -0.52946  0.07
26 N 1.52834 0.02532 0.72203  0.05
27 C 2.79465 0.30777 0.97755  -0.27
28 C 3.34946 0.97199 -0.11550  0.02
29 C 2.33359 1.09357 -1.04963  -0.18
30 C 2.58996 1.76798 -2.39037  -0.35
31 C 1.56714 1.57247 -3.49759  -0.08
32 C 2.90603 3.25685 -2.20289  -0.06
33 C 3.41997 -0.04283 2.30050  -0.37
34 C 4.92695 0.17955 2.28571  -0.08
35 C 2.76920 0.77580 3.42375  -0.07
36 H -1.05686 -5.42396 1.77176  0.09
37 H -2.31175 -4.44231 0.97834  0.09
38 H -0.96797 -3.67152 1.81017  0.02
39 H -0.79290 -5.32878 -0.74374  0.13
40 H 1.48619 -3.89845 0.69339  0.05
41 H 1.60791 -4.81836 -0.80022  0.08
42 H 1.23624 -5.64680 0.72798  0.08
43 H -1.68388 -3.85760 -2.76884  0.11
44 H -2.40356 -1.95488 -4.08763  0.13
45 H -3.04869 0.32408 -2.18587  0.05
46 H -3.97769 -1.14927 -2.45532  0.09
47 H -3.88887 0.08553 -3.72827  0.08
48 H -1.16083 0.80748 -4.05378  0.04
49 H -1.89710 -0.07616 -5.38827  0.08
50 H -0.34401 -0.60722 -4.73335  0.08
51 H -0.46596 1.01544 -2.02192  0.08
52 H -3.29254 2.74513 1.86271  0.11
53 H -2.55627 4.01748 -0.15294  0.13
54 H 0.15205 3.10817 -1.20987  0.04
55 H -0.13358 4.13614 0.19516  0.09
56 H -0.50508 4.73953 -1.43123  0.09
57 H -1.95307 2.45832 -2.70055  0.05
58 H -2.65414 4.07299 -2.55529  0.08
59 H -3.56288 2.66399 -1.99449  0.08
60 H -3.60365 0.01186 3.41559  0.14
61 H -0.98542 1.20421 4.44062  0.08
62 H -2.30624 0.59261 5.45691  0.08
63 H -2.55093 2.02620 4.44535  0.08
64 H -0.75001 -1.10527 3.41329  0.03
65 H -2.15933 -1.86206 2.57945  0.07
66 H -2.10667 -1.75385 4.33858  0.10
67 H 4.36473 1.32576 -0.23188  0.11
68 H 3.51159 1.29752 -2.73607  0.14
69 H 0.66277 2.16061 -3.32758  0.06
70 H 1.28491 0.52655 -3.59557  0.07
71 H 2.00065 1.90037 -4.44747  0.09
72 H 2.04009 3.79818 -1.81756  0.06
73 H 3.18485 3.70156 -3.16305  0.08
74 H 3.73087 3.40461 -1.50489  0.07
75 H 3.23425 -1.10285 2.48398  0.11
76 H 5.15670 1.23982 2.13905  0.08
77 H 5.41017 -0.38905 1.48603  0.08
78 H 5.36537 -0.13090 3.23687  0.08
79 H 3.00883 1.83543 3.29176  0.09
80 H 3.12700 0.45223 4.40428  0.08
81 H 1.68634 0.67433 3.41049  0.05
82 F 1.65042 -1.77422 4.23389  0.19
83 B 1.17114 -2.42111 3.18357  -0.74
84 F 1.21009 -3.74038 3.21409  0.19


Record 2
The following is a quantum chemistry calculation of a structure of composition C18H26AsAuN4OS3 at a distorted geometry, from OMol25.

The expectation value of S² is 2.01. Its spin multiplicity is 3. The net charge is +2. The total energy comes out at -124115.2987 eV.

Each line ends with the Löwdin spin population.
Element x y z (Å)
1 Au 0.36920 -1.53669 -1.30873  0.41
2 N 4.04836 0.49713 -2.45026  0.01
3 C 2.92026 0.04068 -1.93197  0.04
4 S 2.37419 -1.50666 -2.53278  0.11
5 N 2.33546 0.76498 -0.98723  0.12
6 N 1.20156 0.39209 -0.51977  0.31
7 C 0.43729 0.90691 0.36404  0.01
8 C -0.85864 0.29939 0.63826  0.01
9 C -1.73737 0.89224 1.53560  0.00
10 C -2.97872 0.31817 1.76067  0.00
11 C -3.32586 -0.82799 1.06098  0.00
12 C -2.40366 -1.37329 0.18397  0.01
13 N -1.20786 -0.82572 -0.02399  0.02
14 H 4.49461 -0.00864 -3.19665  0.00
15 H 4.41666 1.39464 -2.17881  0.00
16 H 0.72233 1.80242 0.90738  0.01
17 H -1.43320 1.79285 2.05121  0.00
18 H -3.66637 0.76186 2.46775  0.00
19 H -4.28678 -1.30204 1.19663  0.00
20 H -2.61755 -2.27378 -0.37581  0.00
21 C 1.95501 -5.52205 2.71144  0.00
22 As 2.42102 -3.68971 3.10598  0.07
23 C 4.30728 -3.42916 2.75792  0.01
24 C 2.00801 -3.36019 4.96806  0.04
25 S 1.24560 -2.35505 1.90101  0.82
26 H 2.48880 -6.18283 3.39324  0.00
27 H 2.21560 -5.76320 1.68246  0.00
28 H 0.88115 -5.64315 2.84539  0.00
29 H 4.88045 -4.06655 3.42983  0.00
30 H 4.57056 -2.38583 2.92206  0.00
31 H 4.52178 -3.69497 1.72387  0.00
32 H 2.57709 -4.03633 5.60406  0.00
33 H 0.94231 -3.53229 5.11476  0.00
34 H 2.24174 -2.32818 5.22351  0.00
35 C -2.75319 4.85998 0.22070  0.00
36 C -2.27743 3.81126 -0.74219  0.00
37 C -1.00963 3.89043 -1.31917  0.00
38 C -0.57261 2.92267 -2.21174  0.00
39 C -1.42055 1.88081 -2.54415  0.00
40 C -2.68714 1.78020 -1.98586  0.00
41 C -3.11227 2.74837 -1.09212  0.00
42 S -0.85565 0.59774 -3.67618  0.01
43 C -1.40304 1.36646 -5.22506  0.00
44 O 0.62432 0.69464 -3.63785  0.00
45 H -1.92986 5.46343 0.59731  0.00
46 H -3.28350 4.41000 1.06072  0.00
47 H -3.45776 5.52347 -0.28473  0.00
48 H -0.36103 4.72371 -1.07793  0.00
49 H 0.41571 2.96587 -2.65281  0.00
50 H -3.33564 0.95580 -2.26136  0.00
51 H -4.10372 2.68744 -0.65906  0.00
52 H -0.90720 2.32564 -5.35490  0.00
53 H -2.48377 1.48613 -5.16297  0.00
54 H -1.14635 0.68689 -6.03476  0.00


Record 3
The following is a quantum chemistry calculation of a structure of composition C41H64GaN3O3Si4, from OMol25.

Its spin multiplicity is 1. The energy relative to the best compared isomer or geometry (same formula, charge and spin) is 10.05 kcal/mol. The total energy comes out at -138063.1932 eV.

Each line ends with the Löwdin charge.
Element x y z (Å)
1 Ga -1.05307 0.81622 -0.00445  0.41
2 C -5.48116 2.38694 1.70429  -0.17
3 Si -3.68529 2.41271 1.11002  0.42
4 C -2.66172 3.07110 2.56170  -0.16
5 C -3.74252 3.78272 -0.18082  -0.17
6 C -3.05439 0.73562 0.51311  -0.48
7 Si -4.16341 0.06719 -0.85952  0.41
8 C -4.60291 1.36126 -2.15954  -0.17
9 C -3.39380 -1.31916 -1.84752  -0.16
10 C -5.80235 -0.57810 -0.18413  -0.16
11 Si -2.95444 -0.43862 1.95387  0.48
12 C -4.18347 -0.28011 3.36780  -0.16
13 C -2.90533 -2.26205 1.52597  -0.15
14 C -1.24712 -0.05878 2.74391  -0.26
15 C -0.82994 -0.48926 3.99940  -0.04
16 C 0.44549 -0.19276 4.45123  -0.04
17 C 1.29624 0.54228 3.63964  -0.03
18 C 0.82633 0.94719 2.40596  -0.09
19 N -0.40361 0.65981 1.98069  0.02
20 H -5.63536 3.23357 2.37878  0.04
21 H -5.78411 1.48558 2.22988  0.01
22 H -6.15988 2.52267 0.85956  0.03
23 H -2.67982 4.16339 2.54562  0.04
24 H -1.61843 2.76327 2.55366  0.00
25 H -3.08533 2.75572 3.51825  0.03
26 H -3.89900 4.71775 0.36566  0.04
27 H -4.58965 3.65664 -0.85020  0.01
28 H -2.85437 3.90086 -0.79316  0.00
29 H -3.77145 2.02275 -2.40673  0.03
30 H -5.45215 1.98217 -1.87384  0.02
31 H -4.88355 0.82708 -3.07076  0.03
32 H -2.43995 -1.02688 -2.28884  0.03
33 H -4.07048 -1.56816 -2.66979  0.05
34 H -3.21811 -2.22943 -1.27826  0.02
35 H -6.39067 0.20959 0.28677  0.02
36 H -5.67324 -1.37939 0.54576  0.02
37 H -6.39390 -0.98423 -1.00867  0.04
38 H -5.18517 -0.57123 3.04733  0.03
39 H -4.24036 0.71683 3.80173  0.02
40 H -3.88707 -0.97548 4.15792  0.03
41 H -3.87575 -2.63186 1.19201  0.04
42 H -2.61425 -2.83659 2.40954  0.05
43 H -2.17608 -2.45033 0.74035  0.00
44 H -1.50608 -1.06642 4.61635  0.11
45 H 0.77574 -0.53415 5.42383  0.11
46 H 2.30478 0.79345 3.93844  0.11
47 H 1.44382 1.51860 1.72828  0.09
48 C 2.01091 -4.31339 -0.29427  -0.08
49 C 1.45194 -2.97252 0.20100  -0.57
50 C 2.61289 -2.05623 0.59164  -0.10
51 C 0.63599 -3.21087 1.48283  -0.08
52 Si 0.38025 -2.08000 -1.09843  0.53
53 O -0.39793 -0.86975 -0.35970  -0.25
54 C 1.37197 -1.35859 -2.53671  -0.22
55 C 2.54800 -1.90331 -3.04983  -0.08
56 C 3.14544 -1.39533 -4.19726  -0.09
57 C 2.56127 -0.33649 -4.87588  -0.11
58 C 1.38883 0.22508 -4.38601  -0.09
59 C 0.81415 -0.27753 -3.22683  -0.11
60 C -0.75536 -3.35451 -1.92211  -0.22
61 C -0.94030 -3.34201 -3.30724  -0.09
62 C -1.78787 -4.24083 -3.94092  -0.08
63 C -2.47387 -5.19013 -3.20048  -0.09
64 C -2.29537 -5.23828 -1.82523  -0.08
65 C -1.44571 -4.33582 -1.20352  -0.12
66 H 2.36308 -4.90427 0.55820  0.08
67 H 2.86752 -4.17224 -0.95624  0.07
68 H 1.27109 -4.91017 -0.82957  0.07
69 H 3.30895 -2.58973 1.25029  0.09
70 H 2.23540 -1.19119 1.14053  0.06
71 H 3.17014 -1.69423 -0.27214  0.06
72 H 1.31467 -3.51749 2.28735  0.09
73 H -0.10518 -4.00252 1.37704  0.07
74 H 0.12043 -2.30435 1.80606  0.06
75 H 3.01332 -2.74785 -2.55600  0.09
76 H 4.06101 -1.83808 -4.56967  0.10
77 H 3.01483 0.04886 -5.78057  0.10
78 H 0.92096 1.05111 -4.90763  0.10
79 H -0.09845 0.17882 -2.85891  0.09
80 H -0.41718 -2.61252 -3.91371  0.10
81 H -1.91116 -4.19648 -5.01592  0.10
82 H -3.13785 -5.89125 -3.68982  0.10
83 H -2.81843 -5.97985 -1.23458  0.10
84 H -1.33736 -4.40248 -0.12953  0.08
85 C 1.73467 3.64348 0.01185  -0.09
86 C 0.21276 3.62639 -0.07586  -0.48
87 C -0.22921 4.97648 -0.64783  -0.08
88 C -0.32712 2.44417 -0.92124  -0.16
89 H 2.07357 4.50438 0.59211  0.08
90 H 2.16770 3.71998 -0.98925  0.08
91 H 2.15049 2.74952 0.46259  0.03
92 H -0.18151 3.56192 0.94556  0.10
93 H 0.03618 5.03996 -1.70650  0.09
94 H 0.26525 5.80039 -0.12874  0.08
95 H -1.30201 5.13194 -0.56119  0.05
96 H 0.41589 2.15633 -1.67112  0.05
97 H -1.19085 2.80684 -1.48873  0.04
98 O 7.85487 -0.29906 3.62248  -0.03
99 C 7.99500 0.97286 3.03951  -0.26
100 N 7.31564 1.09642 1.77147  0.09
101 C 5.95899 1.22658 1.76092  -0.44
102 O 5.31127 1.28918 2.79389  0.06
103 C 5.30715 1.28344 0.41932  -0.11
104 C 5.92300 1.75455 -0.73366  -0.01
105 C 5.18761 1.78327 -1.90462  -0.04
106 C 3.87001 1.34287 -1.87845  -0.12
107 N 3.26752 0.88598 -0.78439  0.11
108 C 3.98533 0.86594 0.33262  -0.10
109 H 6.94208 -0.37222 3.92652  0.08
110 H 9.05878 1.13511 2.88127  0.13
111 H 7.59810 1.74759 3.69603  0.13
112 H 7.76373 0.73926 0.94420  0.14
113 H 6.94334 2.11756 -0.71452  0.12
114 H 5.61629 2.14894 -2.82709  0.11
115 H 3.26788 1.35568 -2.77904  0.10
116 H 3.50292 0.51074 1.23460  0.10